This record from the OMol25 dataset describes a molecular structure, C18H47FeN4O6. The level of theory is the ωB97M-V functional and the def2-TZVPD basis.

XYZ file:
```
76
Properties=species:S:1:pos:R:3:forces:R:3
Fe -0.2343 0.4268 -0.5296 -0.4372 -0.0176 -0.2807
C -1.9701 1.8652 -3.8604 -0.6707 -0.4817 1.5268
C -1.4798 1.3532 -2.5034 0.6109 -0.0373 0.2654
O -1.8419 0.2663 -1.9664 -0.6817 -0.5651 -0.9074
O -0.6278 2.0148 -1.8470 0.6123 1.1140 -0.3116
H -2.3289 2.8789 -3.6871 0.1347 0.0990 -0.1897
H -2.8271 1.2436 -4.1123 0.1531 0.0202 -0.4900
H -1.1860 1.8724 -4.6104 0.0331 -0.1119 0.0236
C -1.2918 -3.9554 0.1625 -0.7392 0.1434 -0.2031
C -1.5376 -2.5184 -0.3386 0.0629 -0.2814 0.0378
C -2.8967 -1.9540 0.1216 0.2246 0.2967 -0.8484
O -2.9090 -1.4838 1.4526 -0.6286 -0.6135 -0.0295
C -3.0000 -2.4746 2.4599 1.4859 0.4011 1.5873
N -0.3895 -1.6383 0.0984 -1.2085 -1.0651 0.1190
H -2.2174 -4.5009 -0.0371 0.1359 -0.2514 0.1280
H -1.1007 -3.9954 1.2358 -0.0146 0.0558 -0.0179
H -0.4900 -4.4904 -0.3422 0.1663 0.2434 -0.1615
H -1.5623 -2.5264 -1.4302 -0.0066 0.0819 -0.0012
H -3.7022 -2.6643 -0.0894 0.1529 -0.3372 0.3763
H -3.1580 -1.1110 -0.5199 0.3049 0.2526 0.1845
H -1.9911 -2.6533 2.8665 0.1334 -0.4298 -0.4544
H -3.4295 -3.4429 2.2151 -0.3528 0.2524 -0.4291
H -3.4235 -2.0458 3.3710 -0.8478 0.0981 -0.4659
H -0.5025 -1.7514 1.1072 0.5819 0.4382 0.0781
H 0.4000 -2.2165 -0.1702 0.6018 0.1731 0.1213
C 1.2365 -1.1222 -4.3355 -0.1397 -0.1267 0.5060
C 1.3846 -1.4761 -2.8484 -0.8359 -0.1793 -0.6684
C 2.3522 -2.6360 -2.5423 -0.1236 0.7038 -0.9531
O 2.1842 -3.0583 -1.2103 -0.3438 0.3578 -0.2421
C 2.9410 -4.2091 -0.8982 0.1953 0.3916 1.3954
N 1.6268 -0.2664 -2.0151 0.4715 -1.1548 0.8555
H 0.4005 -0.4451 -4.5220 0.0807 0.2683 0.4868
H 0.9079 -2.0149 -4.8694 0.6879 -0.0685 -0.2863
H 2.1376 -0.6342 -4.7062 0.0686 -0.3721 -0.3813
H 0.4153 -1.9250 -2.6079 -0.2031 0.4491 0.4941
H 3.3743 -2.2970 -2.7533 0.2196 -0.2085 0.1906
H 2.1162 -3.4770 -3.2019 0.0506 0.0792 -0.1949
H 2.7603 -5.0738 -1.5394 -0.0351 0.2023 -0.2031
H 2.6379 -4.4361 0.1293 0.0600 -0.3473 -0.2081
H 4.0010 -3.9421 -0.8304 0.0485 -0.2581 -0.3909
H 2.2027 0.4461 -2.4574 -0.3824 -0.0691 -0.6424
H 2.3060 -0.6313 -1.3443 -0.2180 0.3595 0.5155
C 1.2587 3.4654 0.5927 -0.6111 -0.3821 -0.5782
C 2.0103 2.2554 0.0898 1.2378 -0.1914 0.2472
C 3.4906 2.3156 0.4457 -0.2348 -0.0901 -0.2499
O 4.1048 1.2196 -0.2262 0.1775 0.3442 0.7635
C 5.5179 1.3745 -0.2965 0.0742 -0.4685 -0.7454
N 1.3769 1.0236 0.6852 1.3793 0.9455 0.7963
H 1.4880 4.3257 -0.0325 0.0912 0.1890 0.3351
H 1.4243 3.6366 1.6581 0.2500 0.2106 -0.0600
H 0.1959 3.2549 0.4632 -0.0492 0.1953 -0.0446
H 2.0642 2.2066 -0.9981 -0.8050 -0.1230 -0.0204
H 3.6655 2.2800 1.5278 0.0038 -0.1894 0.0891
H 3.8909 3.2751 0.1029 0.0986 -0.0220 -0.1755
H 5.9328 0.4185 -0.6156 -0.0746 -0.0150 0.0108
H 6.0097 1.6393 0.6405 -0.3161 0.1707 0.1490
H 5.7403 2.1011 -1.0817 0.2123 0.1883 0.1985
H 1.2574 1.3745 1.6375 -0.7746 -0.4298 0.0570
H 2.0997 0.3213 0.8551 0.0885 -0.0463 -0.6087
C -3.6976 1.9797 1.4399 0.0684 -0.1485 0.5171
C -2.1991 2.2823 1.5729 -0.3827 -2.0495 -0.8920
C -1.8148 2.6743 2.9961 -0.5436 0.5647 -0.0510
O -2.2762 1.6988 3.9044 0.1802 -1.0245 -0.2902
C -2.1767 2.0725 5.2652 -0.0302 1.1561 -0.3848
N -1.5025 0.9540 1.2218 -0.9289 0.4462 1.6381
H -3.9580 1.1410 2.0921 -0.0967 0.4852 0.5603
H -3.9960 1.5530 0.4805 0.3353 0.7020 -0.4247
H -4.2399 2.8926 1.6876 -0.4341 -0.2787 -0.0974
H -1.9682 2.9776 0.7665 0.4775 0.4475 0.5418
H -2.3177 3.6151 3.2444 0.2685 0.2702 -0.0609
H -0.7299 2.7842 3.0924 0.1199 0.2086 -0.0298
H -1.1475 2.2677 5.5820 0.1300 -0.2401 -0.0870
H -2.6329 1.3308 5.9122 -0.0394 -0.1756 -0.2402
H -2.7063 3.0281 5.3538 -0.1078 -0.0607 0.4354
H -2.2913 0.3137 1.3042 -0.0258 -0.3166 -0.9551
H -1.1610 0.6471 2.1421 0.8539 0.2229 -0.2743
```
Positions in Å, forces in eV/Å.

Results
E in eV: -72056.20234
Charge: +1
ΔE to the lowest compared entry with this formula, charge and spin in kcal/mol: 0.4
Expectation value of S²: 6.0070
2S+1: 5
E_LUMO (spin up / spin down) in eV: -2.08 / -2.09
Kohn-Sham gap (spin up / spin down) in eV: 9.16 / 8.52